This record from OMol25 describes a single C4H2Br2F2 molecule at a distorted geometry. The level of theory is the ωB97M-V functional and the def2-TZVPD basis.

ORCA input file:
```
! RIJCOSX wB97M-V def2-TZVPD def2/J DEFGRID3
* xyz 0 1
F -0.861 2.065 0.245
C 0.060 1.155 0.531
F 1.154 1.757 0.979
C -0.319 -0.170 1.088
C -0.103 -1.009 0.073
Br -0.358 -2.875 0.051
C 0.389 -0.232 -1.099
Br -0.749 -0.046 -2.589
H -0.645 -0.364 2.095
H 1.432 -0.281 -1.375
*
```

Summary:
ΔE to the lowest compared entry with this formula, charge and spin: 25.2 kcal/mol
LUMO: 0.408 eV
SMILES string: FC(F)=C/C(Br)=C/Br
E_HOMO: -9.0 eV
Orbital gap: 9.410 eV

Löwdin population analysis, charges in e, atoms 1 to 5: 0.12 -0.37 0.13 -0.05 -0.81

---

This record from OMol25 describes a single C11H13NO2 molecule at a distorted geometry. The level of theory is the ωB97M-V functional and the def2-TZVPD basis.

ORCA input file:
```
! RIJCOSX wB97M-V def2-TZVPD def2/J DEFGRID3
* xyz 0 1
C 4.248 -1.260 0.580
C 1.847 -1.402 0.521
C -0.660 -0.230 2.019
C -0.592 -1.326 0.903
C 1.786 1.284 -0.439
C -0.109 0.992 1.408
C 2.993 -0.580 0.340
C 0.549 -0.889 -0.035
C 0.475 0.637 0.031
C 0.444 -1.532 -1.422
C -0.634 1.272 -0.753
N 5.287 -1.763 0.592
O 1.910 -2.543 0.997
O 2.938 0.735 0.157
H -1.536 -0.227 2.647
H 0.125 -0.454 2.770
H -0.531 -2.399 1.287
H -1.515 -1.355 0.405
H 1.693 1.039 -1.536
H 1.695 2.335 -0.201
H -0.012 1.920 1.970
H 0.747 -0.728 -2.097
H -0.643 -1.831 -1.620
H 1.110 -2.537 -1.471
H -0.925 2.371 -0.488
H -1.693 0.870 -0.499
H -0.521 1.223 -1.867
*
```

Summary:
ΔE to the lowest compared entry with this formula, charge and spin: 132.2 kcal/mol
LUMO (alpha / beta): 0.380 / -1.673 eV
E_HOMO (alpha / beta): -8.9 / -7.7 eV
Orbital gap (alpha / beta): 9.294 / 5.995 eV

Löwdin population analysis, charges in e, atoms 1 to 5: -0.11 -0.34 -0.16 -0.11 -0.09

---

This record from OMol25 describes a single C3H5N molecule at a distorted geometry. The level of theory is the ωB97M-V functional and the def2-TZVPD basis.

ORCA input file:
```
! RIJCOSX wB97M-V def2-TZVPD def2/J DEFGRID3
* xyz 0 1
N -1.841 0.373 0.084
C -0.633 0.089 0.032
C 0.348 -0.970 -0.137
C 0.784 0.483 0.038
H -2.063 1.357 0.213
H 0.467 -1.441 -1.108
H 0.511 -1.665 0.733
H 1.254 0.766 0.968
H 1.172 1.009 -0.822
*
```

Summary:
ΔE to the lowest compared entry with this formula, charge and spin: 39.1 kcal/mol
LUMO: 1.117 eV
SMILES string: N=C1CC1
E_HOMO: -9.2 eV
Orbital gap: 10.320 eV

Löwdin population analysis, charges in e, atoms 1 to 5: 0.14 -0.42 -0.10 -0.09 0.05

---

This record from OMol25 describes a single H6N4O2 molecule at a distorted geometry. The level of theory is the ωB97M-V functional and the def2-TZVPD basis.

ORCA input file:
```
! RIJCOSX wB97M-V def2-TZVPD def2/J DEFGRID3
* xyz 0 1
N -2.777 0.064 0.363
N -1.630 -0.354 -0.386
O -0.619 0.712 -0.541
O 0.407 0.592 0.420
N 1.306 -0.381 0.072
N 2.596 0.235 -0.135
H -2.519 0.884 0.922
H -3.528 0.445 -0.186
H -2.051 -0.627 -1.243
H 1.424 -0.987 0.813
H 3.208 -0.443 -0.537
H 2.982 0.841 0.564
*
```

Summary:
ΔE to the lowest compared entry with this formula, charge and spin: 87.0 kcal/mol
LUMO: 1.182 eV
SMILES string: NNOONN
E_HOMO: -8.9 eV
Orbital gap: 10.069 eV

Löwdin population analysis, charges in e, atoms 1 to 5: -0.01 -0.08 -0.12 -0.12 -0.10

---

This record from OMol25 describes a molecular structure, C20H36AsEuF6N4O6S at a distorted geometry. The level of theory is the ωB97M-V functional and the def2-TZVPD basis.

ORCA input file:
```
! RIJCOSX wB97M-V def2-TZVPD def2/J DEFGRID3
* xyz 0 7
Eu 10.466 11.018 7.292
C 7.476 5.053 5.716
C 6.523 6.246 5.848
C 6.541 7.206 4.849
C 5.583 8.183 4.791
C 5.428 9.123 3.583
C 4.674 8.351 5.890
C 4.848 7.601 7.030
C 4.037 7.672 8.261
C 5.748 6.484 6.977
H 7.238 4.400 4.850
H 7.401 4.354 6.583
H 8.515 5.416 5.724
H 7.398 7.241 4.140
H 5.401 10.200 3.840
H 4.492 8.857 3.157
H 6.185 8.942 2.850
H 3.946 9.153 5.936
H 3.375 6.752 8.423
H 3.336 8.469 8.214
H 4.752 7.824 9.089
H 5.827 5.892 7.813
C 8.836 14.477 8.464
C 10.018 13.954 9.417
N 11.299 13.456 8.802
C 12.293 14.503 8.332
C 12.744 14.111 6.926
N 11.620 13.711 6.031
C 10.655 14.762 5.817
C 9.167 14.191 5.945
N 8.823 13.661 7.285
H 7.910 14.490 9.002
H 8.929 15.605 8.236
H 10.224 14.792 10.162
H 9.499 13.103 9.874
H 11.756 12.876 9.585
H 11.868 15.489 8.372
H 13.183 14.431 8.929
H 13.341 14.966 6.356
H 13.547 13.379 6.987
H 11.976 13.269 5.160
H 10.769 15.522 6.567
H 10.630 15.314 4.838
H 8.376 14.905 5.663
H 8.946 13.285 5.265
H 7.867 13.301 7.165
O 11.758 8.773 3.928
S 10.286 9.203 4.594
O 10.401 10.645 4.985
O 10.170 8.352 5.853
O 9.349 8.947 3.578
O 12.039 9.499 8.454
C 13.087 9.791 7.762
O 13.180 10.804 7.052
C 14.424 8.908 7.778
N 14.884 8.688 6.399
C 15.645 7.521 6.263
C 14.864 6.461 7.242
C 14.293 7.419 8.346
H 15.156 9.452 8.348
H 14.943 9.521 5.788
H 12.063 8.036 4.518
H 16.722 7.549 6.531
H 15.731 7.193 5.190
H 15.643 5.836 7.653
H 14.130 5.908 6.659
H 14.754 7.220 9.347
H 13.222 7.291 8.622
F 6.336 10.327 10.213
As 6.966 10.500 8.579
F 8.680 10.770 9.093
F 6.827 12.313 8.692
F 7.770 10.582 6.866
F 5.404 10.165 7.809
F 7.318 8.808 8.650
*
```

Summary:
LUMO (alpha / beta): -3.747 / -0.383 eV
E_HOMO (alpha / beta): -7.7 / -7.7 eV
Orbital gap (alpha / beta): 3.969 / 7.333 eV

Löwdin population analysis, charges in e, atoms 1 to 5: 2.18 -0.05 -0.26 -0.04 -0.24

---

This record from OMol25 describes 2 unconnected molecules or ions with the total composition C5H14N2O2 at a distorted geometry. The level of theory is the ωB97M-V functional and the def2-TZVPD basis.

ORCA input file:
```
! RIJCOSX wB97M-V def2-TZVPD def2/J DEFGRID3
* xyz 0 1
C 2.185 2.158 0.766
N 1.092 1.208 0.494
C 0.537 0.998 -0.743
O 1.244 1.495 -1.611
C -0.755 0.147 -0.996
C -0.381 -1.276 -1.087
C -1.251 -2.390 -0.515
N -0.984 -2.814 0.934
H 2.910 2.115 -0.044
H 2.573 1.903 1.683
H 1.772 3.172 0.920
H 0.663 0.672 1.205
H -1.412 0.415 -0.113
H -1.422 0.470 -1.793
H -0.307 -1.442 -2.197
H 0.802 -1.285 -0.844
H -1.056 -3.345 -1.110
H -2.240 -1.897 -0.561
H -1.744 -3.093 1.526
H -0.484 -2.003 1.402
O -1.287 0.652 1.756
H -1.095 0.780 2.614
H -1.382 -0.222 1.607
*
```

Summary:
ΔE to the lowest compared entry with this formula, charge and spin: 72.0 kcal/mol
LUMO: 0.390 eV
SMILES string: CNC(=O)CCCN.O
E_HOMO: -9.0 eV
Orbital gap: 9.420 eV

Löwdin population analysis, charges in e, atoms 1 to 5: -0.05 -0.01 -0.46 0.02 -0.14